[1]
{"formula": "C14H22N2O5S2Y", "method": "wB97M-V/def2-TZVPD", "de_lowest_kj_mol": 28.1, "e_lumo_ev": -2.571, "charge": 1, "spin_multiplicity": 1, "e_homo_ev": -11.99, "gap_ev": 9.421, "symbols": ["O", "C", "C", "H", "H", "C", "O", "C", "Y", "H", "C", "C", "H", "H", "H", "O", "C", "H", "H", "H", "H", "C", "H", "C", "H", "H", "O", "H", "C", "S", "C", "C", "H", "H", "H", "H", "H", "N", "C", "N", "C", "H", "H", "O", "H", "S"], "coordinates": [[3.97085, 1.59335, 1.18316], [-0.09941, -1.49310, -4.37889], [0.03398, -3.25510, -2.75186], [1.51565, 3.79062, -0.76920], [2.90972, -0.82597, 0.69740], [-0.04226, -2.85315, -4.08838], [0.34559, 1.51262, -1.29598], [-0.98939, -1.61519, 3.11003], [-0.20600, 1.69506, 1.45837], [-0.11439, 0.51262, -3.59094], [2.82052, 1.26303, 1.13144], [1.37642, 4.56660, -0.01943], [-2.32898, 4.36634, -0.51430], [-0.83768, -2.31212, 5.79576], [0.12471, -2.63706, -0.69636], [-1.12671, 1.10967, 3.37110], [2.36598, 0.03953, 0.31918], [-0.17922, -3.42074, -6.16035], [0.89202, -4.43523, -5.19184], [2.10114, 4.43884, 0.78081], [-1.72478, 0.85376, 5.29730], [-0.04722, -3.88022, -5.18307], [-0.85058, -4.60173, -5.03070], [-0.08408, -0.54517, -3.36885], [1.47429, 5.55575, -0.46056], [-1.14508, 5.44207, -1.27645], [1.82447, 1.90337, 1.74660], [0.06346, -1.44146, 2.88666], [-1.41851, 0.38883, 4.35957], [-0.27778, 4.43356, 0.70534], [-0.01355, -0.97488, -2.05262], [-1.28439, 4.47528, -0.79843], [-1.96068, -1.05453, 6.34385], [0.08750, -4.31091, -2.51734], [-1.15563, -2.67837, 3.25480], [-2.54347, -2.36693, 5.30143], [-1.58841, -1.27074, 2.26735], [-1.38326, -0.91567, 4.33427], [0.05063, -2.32740, -1.73069], [0.92205, -0.18088, 0.44595], [-1.70182, -1.71125, 5.51728], [-0.15098, -1.16936, -5.41033], [-0.99191, 3.66953, -1.46836], [-1.32652, 0.28036, -0.08042], [2.69180, 0.19526, -0.71206], [0.00191, 0.19108, -0.76028]], "forces_ev_per_a": [[-0.0058, -0.0122, -0.0159], [0.0016, 0.0043, 0.0080], [-0.0026, -0.0032, -0.0309], [0.0104, 0.0010, -0.0035], [-0.0059, 0.0000, -0.0036], [0.0042, -0.0057, 0.0159], [-0.0301, -0.0388, -0.0764], [-0.0111, 0.0037, -0.0071], [0.0368, -0.1267, 0.0376], [-0.0032, -0.0076, -0.0131], [-0.0033, 0.0235, 0.0027], [-0.0108, -0.0205, 0.0112], [0.0012, 0.0166, 0.0169], [-0.0023, -0.0013, 0.0027], [0.0008, 0.0024, 0.0000], [-0.0035, -0.0155, -0.0271], [0.0144, 0.0203, 0.0190], [-0.0009, 0.0001, 0.0003], [0.0010, 0.0015, 0.0024], [-0.0046, -0.0036, 0.0074], [0.0051, -0.0005, 0.0032], [-0.0041, 0.0030, -0.0010], [0.0007, -0.0015, -0.0028], [0.0030, 0.0468, -0.0008], [0.0077, -0.0021, -0.0033], [-0.0151, 0.0010, -0.0076], [0.0718, 0.0080, 0.0308], [0.0001, 0.0037, 0.0027], [-0.0054, 0.0153, 0.0023], [-0.0386, 0.0054, -0.0476], [-0.0025, -0.0402, 0.0514], [0.0050, -0.0220, 0.0000], [-0.0017, 0.0029, -0.0022], [-0.0012, 0.0015, 0.0058], [0.0042, 0.0005, 0.0018], [-0.0011, 0.0006, 0.0012], [0.0015, 0.0009, -0.0017], [0.0022, -0.0172, -0.0004], [-0.0017, 0.0092, 0.0125], [-0.0247, -0.0311, 0.0690], [0.0022, 0.0026, 0.0054], [-0.0001, -0.0027, -0.0014], [0.0038, 0.0123, -0.0052], [-0.0835, 0.0665, 0.0185], [0.0137, 0.0208, 0.0062], [0.0723, 0.0781, -0.0834]], "lowdin_charge": [0.113, -0.014, -0.021, 0.040, 0.126, -0.246, -0.338, 0.003, 1.479, 0.118, -0.586, -0.349, 0.046, 0.106, 0.116, -0.154, -0.153, 0.081, 0.092, 0.046, 0.161, -0.035, 0.090, -0.035, 0.053, 0.051, -0.232, 0.098, -0.234, 0.757, -0.297, -0.359, 0.097, 0.124, 0.102, 0.105, 0.092, -0.144, -0.046, -0.280, -0.005, 0.121, 0.030, -0.408, 0.128, 0.563]}

[2]
{"formula": "C22H26N4O", "method": "wB97M-V/def2-TZVPD", "de_lowest_kj_mol": 2100.7, "e_lumo_ev": 0.286, "spin_multiplicity": 1, "e_homo_ev": -6.86, "gap_ev": 7.143, "symbols": ["C", "H", "C", "N", "C", "H", "H", "H", "O", "C", "N", "C", "C", "H", "H", "H", "H", "C", "H", "H", "H", "N", "H", "N", "C", "H", "C", "H", "H", "H", "C", "H", "H", "H", "C", "C", "C", "H", "H", "C", "C", "C", "C", "H", "C", "C", "H", "C", "H", "C", "C", "H", "H"], "coordinates": [[3.31916, -2.52879, 3.17009], [3.09927, 0.73800, 1.22783], [2.07076, -1.79913, 1.24982], [0.23163, 1.03115, -0.43455], [-2.66708, 0.83698, -1.13727], [4.37817, -4.35114, 3.17476], [-0.40092, -3.05432, 0.32429], [-0.45593, 2.74077, 0.44435], [-0.61240, 3.17535, 2.30050], [1.57998, 3.56143, 0.70630], [-0.41283, 0.02382, -0.82901], [0.09127, 2.15246, 2.78913], [0.00607, -1.39606, -0.24341], [-5.41603, -0.48543, -4.50537], [1.68043, 3.74491, -0.16963], [-4.51611, 1.48735, -1.34789], [1.71088, 4.72163, 1.54277], [3.52016, -3.76210, 2.73932], [-0.57105, 4.36111, 0.58016], [-3.01416, -1.10361, -4.47112], [-0.58555, -2.74676, -2.82487], [-0.67298, -2.45197, -0.46080], [-6.10791, 0.46500, -3.17810], [2.05696, 2.45868, 1.39801], [2.36709, 1.39917, 0.80676], [-0.37120, 1.27862, 2.26398], [-0.17766, 3.44448, 1.12678], [3.54121, -4.76184, 0.89471], [-0.40651, 1.86524, 3.98617], [2.89977, 1.89935, -0.15117], [-5.36301, 0.37442, -3.74897], [3.60886, -2.41374, 4.39460], [2.22858, -3.32979, -0.40510], [-0.86380, -1.71078, -4.39670], [-3.91158, 0.88100, -1.95732], [-3.02600, -0.53086, -3.24001], [1.47525, 2.17286, 2.93662], [-1.65896, -2.39637, -0.47140], [2.01745, -0.63398, 3.07596], [3.33149, -3.90525, 1.13602], [2.53281, -1.75193, 2.59246], [-0.57776, -1.58866, -3.36385], [-1.56802, 0.16210, -1.62345], [1.89119, 3.15882, 3.43296], [-1.78115, -0.68032, -2.66679], [1.25721, 0.44390, 0.40943], [2.00717, 1.26705, 3.18655], [2.38593, -3.25124, 0.54003], [-2.43762, 1.27787, -0.29374], [-4.11771, 0.26781, -3.08983], [1.27048, -0.88626, 0.39955], [0.42900, -1.16614, -3.22395], [-5.29428, 1.29512, -4.59560]], "forces_ev_per_a": [[4.5545, -4.8931, 10.0833], [1.0242, -0.1062, 0.8371], [0.8256, -4.9778, -0.8867], [4.9500, -0.7938, 3.3922], [-1.6580, -2.1300, -6.3936], [-1.4783, 0.2059, -0.3482], [-0.3240, -0.6594, -0.5325], [-0.6827, -2.2853, -1.6055], [-0.8687, 2.8955, 4.4255], [-6.4826, 1.5979, 17.2741], [-1.5747, -6.6925, -0.0937], [-5.9305, -5.5627, 5.4137], [4.5390, 12.2175, -0.7715], [-0.5373, 0.8547, 1.2831], [1.6619, 1.6786, -10.7975], [-1.9664, 0.8336, -0.2129], [0.4527, -3.0007, -2.6725], [3.7233, -1.7950, -5.6703], [-0.0004, -0.3502, 1.6780], [-0.2637, 1.2146, 3.7256], [0.0593, 3.4510, -1.6214], [-0.5633, -5.1505, 0.9338], [-5.9758, 0.7468, 4.2836], [-0.9483, 6.0857, 7.6410], [3.0659, -5.9882, -7.3078], [1.2857, -0.1312, 0.1904], [3.0430, 4.8271, -8.1958], [3.0230, -8.9558, -3.3612], [1.3335, 1.1223, -3.0423], [-0.7839, -2.1681, 0.9968], [4.7743, -0.0010, -10.5020], [-0.7282, 0.2755, -3.5066], [-1.5747, -0.6526, -5.9889], [0.1849, -0.0014, -0.2839], [3.7655, 3.1779, 7.5950], [1.5084, -4.3118, -8.4253], [5.1241, 4.4659, -3.4872], [-1.2443, 0.4290, -0.2542], [2.0790, -3.5426, -0.9244], [-1.7187, 4.6311, 9.4265], [-8.9085, 11.8814, -5.9707], [-2.2940, -1.8447, 2.8726], [-0.6292, -0.8775, 1.9332], [-0.9314, -2.1442, -0.3313], [1.7124, -1.3198, -2.6671], [-1.6186, 5.4469, -3.5953], [-0.2592, 0.0136, 0.4602], [-0.0155, 7.7368, 5.8427], [-0.1433, 2.8014, 4.3667], [1.7543, -1.0004, 1.2411], [-3.3284, -5.2448, 1.0738], [-0.6026, -0.0073, -0.0299], [-0.4096, -2.0021, 2.5101]], "lowdin_charge": [-0.250, 0.108, -0.047, 0.125, 0.068, 0.109, 0.135, 0.023, -0.063, -0.040, -0.070, -0.333, -0.146, 0.110, -0.015, 0.102, 0.185, -0.021, 0.133, 0.192, 0.127, 0.134, -0.002, -0.200, -0.295, 0.132, -0.264, -0.004, 0.202, 0.183, -0.033, 0.183, 0.039, 0.028, -0.025, -0.034, -0.047, 0.113, 0.180, -0.028, -0.132, -0.021, -0.219, 0.162, -0.189, -0.187, 0.085, 0.008, 0.056, -0.378, -0.110, 0.061, 0.169]}

[3]
{"formula": "C9H21O2P", "method": "wB97M-V/def2-TZVPD", "de_lowest_kj_mol": 168.3, "e_lumo_ev": 0.666, "spin_multiplicity": 1, "e_homo_ev": -9.14, "gap_ev": 9.811, "smiles": "CC(C)(C)P(=O)(CO)C(C)(C)C", "symbols": ["C", "O", "H", "H", "C", "C", "H", "H", "C", "H", "C", "H", "O", "H", "H", "C", "H", "H", "H", "H", "H", "H", "H", "H", "C", "P", "H", "H", "C", "H", "H", "H", "C"], "coordinates": [[-2.04563, -1.10276, -0.38873], [0.47066, -2.23777, -0.07996], [0.03076, 0.07531, -3.65709], [2.25974, 1.20283, -0.59079], [-0.31851, 1.54109, 1.85900], [-0.64778, -0.84744, 2.58206], [1.83701, -0.98539, 1.78853], [-0.97951, 1.54817, -2.76749], [1.96372, 0.53154, -1.38387], [0.14016, 2.66945, -1.92295], [0.46083, 0.45539, -1.54508], [-1.37364, -2.87919, -0.72025], [-1.98387, -2.28713, -1.15008], [-0.55384, -1.90067, 2.41026], [-0.17799, -0.73436, 3.50597], [1.57956, -0.04819, 2.09324], [-0.08410, 1.92664, 2.79550], [-1.49993, 1.51855, 1.86747], [-1.81071, -0.79094, 2.58198], [-1.14027, 1.82995, -1.06129], [2.38652, 1.07843, -2.18952], [2.35690, -0.39036, -1.18922], [-2.51235, -1.02783, 0.60488], [1.75200, 0.15974, 3.07915], [0.26238, -0.52163, -2.70531], [-0.18451, -0.63373, -0.13147], [-2.62009, -0.45792, -0.91054], [0.17396, 2.16289, 1.21502], [0.07331, 0.07208, 1.62356], [2.34692, 0.63186, 1.48949], [-0.73126, -1.03630, -2.64042], [1.02223, -1.23455, -2.66055], [-0.45267, 1.71221, -1.80150]], "forces_ev_per_a": [[2.8934, -0.9828, 1.2374], [-1.9658, 6.0129, -0.3397], [1.4790, -0.9195, 0.9103], [-0.0914, 0.0632, 0.8088], [-4.3915, -2.9395, -0.1570], [-3.0280, -0.6652, -1.0649], [1.1786, -2.9161, -0.1812], [0.2208, 0.2091, 0.7425], [-1.2361, 3.8017, 0.8060], [-0.5263, -1.0834, 0.3005], [-1.1613, -1.1633, 0.2396], [0.9984, -0.4139, 0.4082], [-1.6269, 0.6021, 0.5184], [0.6790, -0.6641, -0.7821], [-0.0041, 0.5709, 1.9925], [0.2413, 2.7067, -4.9196], [0.6564, 0.0343, 2.1071], [2.1262, 0.8669, -0.6143], [1.9270, 0.6916, 0.4219], [-2.0133, 0.5694, 2.1422], [0.5029, -0.2052, -1.4432], [1.2099, -2.4284, 0.1422], [0.1584, -1.1986, 0.0434], [-0.0508, 0.3523, 2.6419], [-3.5705, 1.4329, -1.3071], [1.5325, -4.9960, 1.0630], [-1.4149, 2.4880, -2.1593], [0.6360, 1.7614, -2.2556], [1.4596, 0.7093, 0.5369], [-1.8320, -1.0451, 1.1224], [0.8653, 0.0429, 0.2275], [1.1006, -1.1910, -0.7856], [3.0477, -0.1038, -2.4031]], "lowdin_charge": [-0.276, -0.447, 0.112, 0.063, -0.074, -0.120, 0.030, 0.081, -0.090, 0.106, -0.595, 0.051, -0.104, 0.072, 0.059, -0.069, 0.056, 0.126, 0.109, 0.014, 0.084, 0.053, 0.079, 0.047, -0.110, 1.044, 0.051, 0.037, -0.600, 0.116, 0.079, 0.059, -0.044]}

[4]
{"formula": "C2H6NO3", "method": "wB97M-V/def2-TZVPD", "de_lowest_kj_mol": 184.7, "e_lumo_ev": 4.324, "charge": -1, "spin_multiplicity": 1, "e_homo_ev": -3.68, "gap_ev": 8.004, "symbols": ["H", "C", "H", "H", "O", "O", "H", "N", "H", "C", "H", "O"], "coordinates": [[-2.00221, -1.88947, 0.74954], [0.97824, -0.60114, -0.68293], [1.89660, -0.51011, -1.19290], [-0.61699, 1.53767, -1.38316], [-0.05404, -0.92691, -1.35411], [-0.55778, 2.72640, 0.24707], [0.99267, 1.02799, 1.04759], [0.70907, 0.81985, 0.10921], [-0.86128, -1.07028, 1.02347], [-0.20254, 1.68275, -0.37774], [1.20881, -1.18881, 0.28261], [-1.49054, -1.60796, 1.53135]], "forces_ev_per_a": [[0.0176, -0.1392, 0.6037], [-1.3621, 0.0729, 3.0107], [1.5787, 0.6055, -0.9348], [0.2996, -0.6520, 0.1808], [-0.6381, -0.5086, -0.5958], [0.2941, -1.4095, -0.8286], [0.2309, -0.0158, 0.3435], [-0.7801, -0.0135, -1.9477], [0.3135, 0.1745, 0.2832], [0.3085, 1.9751, 1.6076], [0.0065, -0.0856, -0.6562], [-0.2691, -0.0039, -1.0664]], "lowdin_charge": [0.038, -0.512, 0.052, 0.116, -0.254, -0.135, 0.093, 0.028, -0.009, -0.400, 0.081, -0.098]}

[5]
{"formula": "C12H19NO2", "method": "wB97M-V/def2-TZVPD", "de_lowest_kj_mol": 54.4, "e_lumo_ev": 0.791, "spin_multiplicity": 1, "e_homo_ev": -8.24, "gap_ev": 9.035, "smiles": "CCN(C)C(C)=O.Cc1ccc(O)cc1", "symbols": ["H", "C", "H", "C", "H", "H", "C", "C", "C", "H", "H", "H", "O", "C", "H", "C", "C", "H", "H", "H", "H", "H", "C", "O", "C", "H", "H", "H", "N", "H", "H", "C", "C", "H"], "coordinates": [[-2.13591, -1.43522, -0.29156], [-0.03651, -1.94468, -0.01504], [-3.61368, -1.53110, 2.22364], [-0.01001, 1.30968, -2.19028], [-2.76864, -0.49231, 3.30688], [-0.04763, 1.90247, -4.28867], [-1.47837, -1.18936, 1.72098], [0.78016, -1.83788, 2.23854], [-2.83063, -0.77994, 2.25638], [2.36726, 1.00069, -1.35841], [0.55780, 0.64566, 0.37823], [0.77369, 2.34110, 0.87571], [2.30120, -2.30283, 0.52317], [-1.04670, 2.90796, -0.68323], [-3.22098, 0.15121, 1.82917], [2.32856, 1.32889, -0.32599], [0.86241, 1.63677, 0.07726], [-1.97154, 2.60618, -1.17707], [2.95685, 2.22071, -0.32642], [-0.98431, 3.99732, -0.79990], [1.54980, -2.17800, 2.92004], [-1.60144, 1.65699, -3.71342], [1.01027, -1.98827, 0.86489], [0.32368, 0.15817, -2.19063], [-0.46460, -1.42349, 2.66826], [2.37280, -2.32738, -0.39895], [0.11929, -1.92620, -1.08752], [2.79541, 0.66714, 0.39372], [0.12970, 2.14678, -1.09501], [-0.71486, 3.07068, -3.19634], [-0.66864, -1.21446, 3.70814], [-1.32219, -1.57874, 0.39990], [-0.62601, 1.99808, -3.36551], [-1.21082, 2.80134, 0.37879]], "forces_ev_per_a": [[-0.0203, -0.1564, -0.2471], [-0.7723, 0.8391, -1.2616], [0.0384, -0.2522, -0.3679], [-0.9378, 1.0183, 0.3606], [0.2643, -0.2456, 0.1777], [0.4832, -0.2494, 0.3691], [-1.2126, -0.9223, 0.9367], [-0.1413, -0.3677, -0.1380], [-0.1753, 1.0779, 0.5372], [0.0320, -0.6646, 0.1918], [-1.1300, -0.1251, 0.3114], [0.0587, 0.3690, 0.4330], [-0.3750, 0.1955, 1.8800], [-0.5746, 0.9378, -0.2516], [0.0282, -0.2710, -0.5001], [0.0823, 1.6138, 0.2578], [1.6921, -1.2954, -1.7071], [0.1321, -0.1875, -0.0690], [-0.1036, 0.3152, 0.1177], [0.3919, -0.0995, -0.3868], [0.1322, 0.4542, 0.0676], [-0.1558, -0.3977, 0.6279], [0.3728, -0.7227, 1.1101], [0.7174, -1.0763, -0.2654], [0.1541, 0.3905, -0.9830], [0.1983, -0.0904, -2.2353], [0.2728, -0.5473, 0.0195], [-0.0390, -0.5076, -0.1835], [-0.2193, -0.0802, 1.1149], [-0.0125, -0.0249, 0.0661], [0.0562, -0.1569, 0.1070], [1.1624, 0.7284, 0.9439], [-0.3648, 0.9467, -1.3317], [-0.0350, -0.4458, 0.2982]], "lowdin_charge": [0.115, -0.042, 0.076, -0.518, 0.065, 0.090, -0.289, -0.014, -0.069, 0.064, 0.086, 0.109, 0.062, -0.067, 0.073, -0.063, -0.183, 0.090, 0.065, 0.088, 0.117, 0.088, -0.335, 0.075, -0.043, 0.074, 0.103, 0.068, -0.102, 0.075, 0.106, -0.037, -0.006, 0.077]}